{"formula": "C43H49AgGeN2O2P2SSi", "method": "wB97M-V/def2-TZVPD", "species": ["Ag", "O", "P", "C", "P", "O", "C", "C", "C", "C", "C", "C", "C", "C", "C", "C", "C", "C", "C", "C", "C", "C", "C", "C", "C", "C", "C", "C", "C", "C", "H", "H", "H", "H", "H", "H", "H", "H", "H", "H", "H", "H", "H", "H", "H", "H", "H", "H", "H", "H", "H", "H", "N", "C", "S", "C", "C", "C", "N", "C", "C", "H", "H", "H", "H", "H", "H", "C", "Ge", "C", "C", "C", "H", "H", "H", "H", "H", "H", "H", "H", "H", "H", "C", "Si", "C", "C", "C", "C", "C", "C", "C", "H", "H", "H", "H", "H", "H", "H", "H", "H", "H", "H"], "positions_angstrom": [[0.9218, -0.7831, -0.4232], [-1.8364, 1.5830, 1.4890], [-0.6993, 2.6153, 1.5121], [0.0555, -1.2297, 1.5651], [-1.5863, -1.7291, 1.3518], [-2.3123, -1.5896, 0.0393], [-2.6478, -1.0320, 2.6709], [-3.9793, -0.7536, 2.3840], [-4.8212, -0.2512, 3.3661], [-4.3390, -0.0281, 4.6500], [-3.0083, -0.2955, 4.9413], [-2.1685, -0.7883, 3.9526], [-1.6075, -3.5238, 1.7826], [-1.0764, -4.0310, 2.9666], [-1.1196, -5.3897, 3.2404], [-1.6893, -6.2654, 2.3232], [-2.2157, -5.7721, 1.1382], [-2.1775, -4.4084, 0.8739], [-1.5024, 4.1486, 0.7631], [-2.8957, 4.2394, 0.7679], [-3.5350, 5.3833, 0.3125], [-2.7941, 6.4375, -0.2197], [-1.4113, 6.3365, -0.2739], [-0.7744, 5.2027, 0.2231], [-0.8140, 3.3874, 3.2264], [0.1290, 4.2866, 3.7183], [0.0225, 4.8050, 5.0020], [-1.0256, 4.4122, 5.8272], [-1.9599, 3.4978, 5.3543], [-1.8519, 2.9912, 4.0658], [0.6481, -2.0208, 2.0232], [0.1497, -0.2738, 2.0769], [-4.3280, -0.9133, 1.3712], [-5.8539, -0.0206, 3.1289], [-4.9939, 0.3735, 5.4155], [-2.6164, -0.0878, 5.9303], [-1.1177, -0.9507, 4.1641], [-0.6219, -3.3508, 3.6778], [-0.7026, -5.7690, 4.1662], [-1.7163, -7.3291, 2.5311], [-2.6530, -6.4526, 0.4163], [-2.5799, -3.9955, -0.0439], [-3.4447, 3.3924, 1.1714], [-4.6170, 5.4706, 0.3800], [-3.2933, 7.3243, -0.5941], [-0.8273, 7.1447, -0.7004], [0.3088, 5.1311, 0.1866], [0.9620, 4.5794, 3.0848], [0.7641, 5.5077, 5.3677], [-1.1050, 4.8065, 6.8344], [-2.7729, 3.1723, 5.9957], [-2.5572, 2.2602, 3.6830], [-3.2744, 4.7830, -2.9959], [-2.2710, 4.2264, -3.6805], [-1.8742, 4.7202, -5.2162], [-1.5857, 3.1231, -2.9641], [-0.2036, 2.9907, -3.0062], [0.3786, 1.9666, -2.2831], [-0.3202, 1.0809, -1.5789], [-1.6449, 1.1922, -1.5373], [-2.3127, 2.2088, -2.2086], [-3.7229, 5.5858, -3.4034], [-3.3042, 4.6631, -1.9912], [0.3924, 3.6866, -3.5805], [1.4538, 1.8244, -2.2676], [-2.1707, 0.4607, -0.9320], [-3.3925, 2.2645, -2.1539], [3.8289, -3.2794, -0.2409], [4.1469, -1.3790, -0.6723], [4.2835, -0.4270, 1.0484], [5.9680, -1.3403, -1.4741], [2.8015, -0.6788, -1.8337], [4.3399, -3.5473, 0.6870], [4.1955, -3.9256, -1.0408], [2.7604, -3.4604, -0.1069], [5.0810, -0.8435, 1.6704], [3.3325, -0.5142, 1.5764], [4.4827, 0.6352, 0.8900], [6.6647, -1.9511, -0.8926], [6.3583, -0.3202, -1.5154], [5.9226, -1.7371, -2.4892], [3.0992, 0.3109, -2.1805], [1.4184, -0.7495, -4.5623], [2.0063, -1.7520, -3.0612], [0.5111, -2.7907, -2.5513], [3.1352, -3.0887, -3.8680], [2.9711, -4.4656, -3.7151], [3.8380, -5.3776, -4.3095], [4.9004, -4.9297, -5.0802], [5.0900, -3.5627, -5.2465], [4.2210, -2.6653, -4.6432], [1.3843, -1.3681, -5.4625], [2.0858, 0.0955, -4.7505], [0.4185, -0.3431, -4.3870], [0.2139, -3.3884, -3.4242], [-0.3558, -2.1859, -2.2688], [0.7050, -3.4843, -1.7288], [2.1518, -4.8400, -3.1116], [3.6849, -6.4415, -4.1645], [5.5792, -5.6377, -5.5420], [5.9221, -3.1983, -5.8395], [4.3941, -1.6000, -4.7676]], "forces_ev_per_angstrom": [[0.532, 0.329, 0.234], [0.100, 0.029, 0.032], [-0.148, -0.008, -0.009], [0.147, -0.069, -0.126], [-0.374, 0.036, -0.283], [0.187, 0.009, 0.236], [-0.034, -0.056, 0.000], [-0.015, 0.002, 0.017], [0.014, -0.002, 0.005], [-0.017, 0.008, 0.000], [-0.004, 0.012, 0.004], [0.008, 0.001, -0.002], [0.048, 0.013, -0.035], [-0.004, 0.038, -0.008], [-0.005, -0.014, -0.008], [0.004, 0.001, 0.008], [0.003, -0.012, 0.011], [-0.012, 0.034, -0.031], [-0.018, 0.037, 0.027], [0.049, 0.002, 0.072], [-0.140, 0.016, -0.028], [0.034, 0.033, 0.068], [0.033, 0.033, -0.001], [-0.009, 0.017, -0.051], [0.025, -0.055, -0.014], [-0.010, 0.024, -0.025], [0.006, 0.005, 0.013], [-0.010, -0.011, -0.008], [0.016, 0.015, 0.010], [0.006, -0.049, -0.001], [0.022, 0.060, 0.054], [-0.042, 0.029, -0.010], [0.002, 0.001, 0.000], [0.002, -0.001, -0.003], [0.005, -0.002, -0.001], [0.003, -0.007, 0.004], [0.001, 0.000, 0.004], [0.002, -0.013, 0.011], [0.001, 0.000, 0.000], [0.000, 0.001, 0.002], [-0.002, 0.007, -0.005], [0.001, -0.012, -0.002], [-0.017, 0.024, -0.025], [0.047, -0.054, -0.042], [-0.001, 0.015, 0.014], [0.004, -0.003, -0.010], [-0.001, 0.000, -0.005], [-0.001, 0.009, 0.004], [0.000, 0.001, -0.003], [0.001, 0.002, 0.000], [-0.001, 0.001, -0.001], [-0.010, 0.007, -0.010], [0.146, -0.103, 0.075], [-0.083, 0.096, -0.246], [0.027, -0.058, 0.096], [0.035, -0.154, 0.095], [-0.008, 0.114, -0.029], [0.003, -0.070, -0.010], [-0.074, -0.072, -0.056], [0.023, 0.071, 0.049], [-0.069, 0.064, -0.063], [-0.007, 0.025, 0.035], [-0.116, 0.035, 0.041], [0.013, -0.014, -0.007], [-0.011, 0.020, -0.023], [0.039, -0.032, -0.023], [0.003, 0.013, 0.011], [-0.031, 0.013, -0.012], [-0.064, -0.160, -0.017], [0.036, 0.022, -0.032], [0.021, 0.028, 0.095], [-0.276, -0.497, 0.294], [0.012, -0.010, -0.006], [-0.006, -0.003, -0.010], [0.004, 0.003, 0.022], [0.000, 0.005, -0.005], [0.005, 0.003, 0.009], [-0.008, -0.002, -0.001], [0.014, 0.019, 0.000], [-0.013, 0.002, -0.019], [0.010, -0.019, -0.014], [-0.190, 0.046, -0.131], [-0.017, 0.078, 0.090], [-0.047, 0.040, -0.267], [-0.064, -0.153, -0.171], [0.209, 0.160, 0.083], [0.008, -0.014, -0.020], [-0.018, -0.005, 0.018], [0.009, 0.012, -0.008], [0.012, -0.001, -0.010], [-0.006, -0.047, 0.002], [-0.034, -0.005, 0.001], [0.010, -0.012, -0.041], [0.015, 0.015, 0.016], [-0.019, -0.011, 0.038], [0.046, 0.040, 0.046], [0.026, 0.037, 0.024], [0.001, -0.002, -0.003], [0.001, 0.000, 0.000], [0.001, 0.001, -0.002], [0.000, -0.004, -0.001], [0.001, 0.005, 0.003]], "max_force_ev_per_a": 0.67, "e_homo_ev": -1.96, "charge": -2, "gap_ev": 6.009, "relative_energy_kcal_mol": 0.0}